# C15H30N2O4

C15H30N2O4 in the gas phase (ωB97M-V with the def2-TZVPD basis set, the Open Molecules 2025 dataset).

Cartesian coordinates (Å):
O -0.956 -1.462 1.825
O -2.662 2.443 0.270
O -4.090 1.866 1.894
O 0.713 -1.416 -3.099
N 0.330 -0.893 0.040
N -0.811 0.717 1.204
C -1.828 1.161 2.125
C -0.536 -0.619 1.058
C 3.675 -1.351 -3.166
C -2.890 1.895 1.320
C 4.945 -0.670 -3.659
C 1.458 -2.371 -3.825
C -1.249 2.085 3.228
C 2.743 -1.715 -4.319
C 0.617 -2.254 -0.343
C -5.135 2.547 1.209
C -0.513 -1.888 -2.594
C 0.028 1.468 3.825
C -2.288 2.307 4.324
C -0.379 -2.809 -1.372
C 1.306 1.914 3.125
H -1.362 -2.906 -0.910
H -1.069 -0.987 -2.317
H 0.861 -2.731 -4.679
H 1.629 -2.281 -0.752
H 3.246 -2.403 -5.002
H -0.633 1.351 0.438
H 3.940 -2.258 -2.616
H -4.892 3.607 1.105
H 3.143 -0.687 -2.484
H 1.702 -3.238 -3.194
H 2.480 -0.812 -4.871
H -1.908 3.012 5.061
H -5.275 2.120 0.214
H -0.049 0.381 3.784
H -0.998 3.048 2.769
H 0.093 1.757 4.875
H 5.594 -0.420 -2.823
H 5.492 -1.324 -4.335
H 1.401 2.998 3.157
H -1.077 -2.407 -3.384
H -0.047 -3.802 -1.676
H -2.260 0.271 2.597
H 0.573 -2.859 0.565
H 2.172 1.482 3.621
H -6.029 2.416 1.811
H 0.502 -0.194 -0.665
H -3.216 2.702 3.921
H -2.507 1.367 4.825
H 4.704 0.247 -4.192
H 1.313 1.595 2.087

Calculated values
SMILES string: CCCCOCCCNC(=O)N[C@H](C(=O)OC)[C@@H](C)CC
HOMO energy, eV: -9.19
Net charge: 0
LUMO, eV: 0.77
ΔE to the lowest compared entry with this formula, charge and spin, kJ/mol: 35.4

***

# C15H30N3O5PPdS

A molecular structure, C15H30N3O5PPdS (ωB97M-V with the def2-TZVPD basis set, the Open Molecules 2025 dataset).

Cartesian coordinates (Å):
Pd -0.344 -0.932 0.554
S 1.335 -1.379 -0.986
P -1.348 1.360 -0.634
O -2.127 0.444 0.317
O 1.161 -1.809 1.820
O 0.137 1.327 0.128
O -0.916 0.447 -1.864
O -1.849 2.691 -0.971
N 2.424 -1.506 1.446
N -1.142 -2.795 0.150
N -1.518 -1.132 2.315
C -1.081 -0.868 -3.808
C 3.376 -1.405 2.397
C -1.183 1.633 -3.960
C 4.683 -1.230 2.034
C -0.602 2.535 2.144
C -2.383 -2.921 0.961
C 3.993 -1.235 -0.274
C 1.757 1.776 1.777
C -3.103 0.349 -2.960
C 2.670 -1.383 0.135
C 0.816 3.637 0.380
C -1.597 0.408 -3.163
C 4.995 -1.165 0.672
C 0.509 2.349 1.125
C -2.024 -2.520 2.379
H -0.854 1.588 2.628
H -0.266 3.230 2.913
H -1.324 -2.923 -0.842
H -0.065 4.005 -0.139
H 1.517 0.861 2.325
H 1.612 3.474 -0.346
H 3.012 -1.488 3.409
H 1.148 4.392 1.094
H -1.471 2.543 -3.438
H -3.595 0.210 -3.923
H -3.106 -2.213 0.551
H -2.257 -0.446 2.148
H 2.513 1.556 1.023
H -1.329 -1.741 -3.198
H 0.000 -0.826 -3.936
H -1.222 -3.152 2.764
H -1.672 1.621 -4.935
H -0.989 -0.864 3.140
H 2.172 2.493 2.485
H -1.540 -1.005 -4.787
H -3.374 -0.487 -2.312
H -3.478 1.270 -2.515
H -0.104 1.638 -4.115
H 5.438 -1.154 2.801
H -1.503 2.942 1.686
H 4.195 -1.153 -1.332
H -0.431 -3.469 0.431
H -2.876 -2.612 3.054
H -2.806 -3.924 0.896
H 6.021 -1.045 0.356

Calculated values
HOMO energy (spin up / spin down), eV: -11.91 / -11.90
Net charge: +1
LUMO (spin up / spin down), eV: -5.11 / -4.66
ΔE to the lowest compared entry with this formula, charge and spin, kJ/mol: 119.9
<S²>: 0.765
Spin multiplicity: 2

***

# C15H30NO5S

2 unconnected molecules or ions with the total composition C15H30NO5S (ωB97M-V with the def2-TZVPD basis set, the Open Molecules 2025 dataset).

Cartesian coordinates (Å):
S -7.179 2.004 1.436
O -5.839 2.568 0.626
O -6.735 0.412 1.481
O -7.209 2.523 2.803
O -8.322 2.322 0.560
O 1.793 -0.693 -1.616
N 2.422 -0.830 -0.468
C 2.581 -2.290 -0.218
C -3.455 2.913 -1.250
C -1.888 0.883 1.566
C 4.965 -2.160 -1.077
C 4.133 0.311 0.890
C 3.390 1.388 -1.139
C 1.222 -2.993 -0.356
C -5.139 1.506 -0.039
C -3.611 1.696 -0.247
C 3.635 -2.912 -1.144
C 4.769 -0.674 -1.368
C -2.841 2.020 1.071
C 2.989 -2.603 1.239
C 3.657 -0.007 -0.542
C -5.661 0.146 0.557
H 0.813 -2.944 -1.366
H -1.463 1.206 2.540
H -2.751 2.650 -2.059
H 0.493 -2.553 0.327
H 5.713 -0.144 -1.214
H 4.026 -2.377 1.470
H 1.311 -4.052 -0.107
H -3.110 3.834 -0.752
H 3.278 -2.919 -2.179
H 2.892 -3.673 1.427
H 3.798 -3.959 -0.872
H 4.951 1.033 0.868
H 5.660 -2.584 -1.805
H -3.232 0.804 -0.777
H 3.325 0.754 1.475
H -2.204 2.913 0.908
H -4.436 3.125 -1.722
H 4.516 -0.545 1.440
H 2.574 1.892 -0.616
H -4.920 -0.579 0.938
H -3.513 2.282 1.914
H -6.161 -0.382 -0.281
H 4.280 2.013 -1.045
H 5.440 -2.291 -0.102
H -1.018 0.864 0.874
H 4.536 -0.571 -2.434
H -5.608 1.515 -1.048
H 3.144 1.347 -2.199
H -2.363 -0.106 1.678
H 2.350 -2.080 1.954

Calculated values
HOMO energy (spin up / spin down), eV: -8.95 / -9.66
Net charge: 0
LUMO (spin up / spin down), eV: 0.52 / -0.09
ΔE to the lowest compared entry with this formula, charge and spin, kJ/mol: 0.0
<S²>: 0.754
Spin multiplicity: 2

***

# C15H30O12

6 unconnected molecules or ions with the total composition C15H30O12 (ωB97M-V with the def2-TZVPD basis set, the Open Molecules 2025 dataset).

Cartesian coordinates (Å):
O 0.066 -1.060 1.837
O 0.311 -4.375 -1.224
O 0.447 -5.813 0.421
O -3.834 2.772 -4.207
O -2.742 4.705 -4.537
O 0.363 3.965 -4.558
O 1.871 4.240 -0.094
O -2.419 3.469 -2.693
O -0.202 0.197 -0.921
O -0.790 -6.345 -1.346
O 1.491 -1.131 3.556
O -0.688 -1.033 3.965
C -2.946 2.265 -2.149
C 0.259 -1.029 3.005
C 2.885 5.195 -0.177
C 0.771 -4.541 1.056
C 1.359 -1.414 4.954
C 1.048 0.837 -1.132
C -3.854 1.713 -3.264
C 0.988 -3.646 -0.213
C -0.716 -2.678 5.792
C -3.081 3.810 -3.812
C -0.147 -1.387 5.228
C -3.316 0.428 -3.904
C -0.051 -5.573 -0.805
C 2.117 -4.934 1.725
C 1.060 3.978 -3.326
H -0.585 3.929 -4.421
H -4.809 1.557 -2.760
H 1.692 0.707 -0.255
H -2.077 1.650 -1.899
H 2.920 6.090 0.476
H 0.866 1.910 -1.241
H -3.276 -0.445 -3.252
H 1.584 4.943 -3.271
H -2.316 0.624 -4.285
H 1.846 3.865 0.791
H -1.790 -2.586 5.963
H 2.909 5.736 -1.122
H 3.873 4.815 0.109
H -3.437 2.499 -1.201
H 1.878 -0.607 5.478
H -0.167 -0.199 -0.047
H 0.627 -2.693 0.167
H 2.040 -5.778 2.406
H -4.023 0.125 -4.677
H 2.442 -4.079 2.333
H 1.863 3.241 -3.388
H -0.322 -2.848 6.795
H 2.870 -5.125 0.966
H 1.595 0.482 -2.010
H 2.051 -3.632 -0.443
H -0.369 -0.623 5.974
H 0.415 3.931 -2.451
H -0.528 -3.541 5.154
H 0.028 -4.251 1.795
H 1.952 -2.310 5.142

Calculated values
SMILES string: C[C@H]1COC(=O)O1.C[C@H]1COC(=O)O1.C[C@H]1COC(=O)O1.CO.CO.CO
HOMO energy, eV: -9.37
Net charge: 0
LUMO, eV: 0.00
ΔE to the lowest compared entry with this formula, charge and spin, kJ/mol: 59.9

***

# C15H30O15

5 unconnected molecules or ions with the total composition C15H30O15 (ωB97M-V with the def2-TZVPD basis set, the Open Molecules 2025 dataset).

Cartesian coordinates (Å):
O 0.391 -4.782 -0.559
O -0.239 -2.174 -6.527
O 3.623 3.788 4.723
O -4.024 3.411 1.332
O 2.593 -4.697 -1.247
O -5.497 2.419 0.171
O 1.030 -1.430 -4.992
O 1.739 4.290 3.577
O -0.624 0.307 0.700
O 1.148 -0.818 0.233
O -4.796 1.377 2.071
O -1.157 -2.029 -4.433
O 2.579 5.773 5.017
O 1.423 1.427 0.279
O 1.746 -6.392 -0.038
C 3.691 6.359 5.662
C 2.450 -1.047 -0.161
C -1.162 -3.065 -7.121
C 0.713 0.391 0.392
C 1.442 -1.302 -3.637
C 2.925 -7.274 -0.141
C -1.322 1.507 0.899
C -6.489 1.432 -0.133
C 1.697 -5.261 -0.677
C -3.325 3.886 2.610
C 1.718 3.073 2.864
C -0.212 -1.819 -5.245
C 2.750 4.600 4.469
C -4.819 2.319 1.270
C -0.128 -3.673 -1.190
H -1.265 2.158 0.026
H 3.671 -7.043 0.619
H 3.383 6.850 6.585
H -1.206 -3.713 -1.346
H -1.301 -3.001 -8.200
H -0.119 -2.945 -0.378
H -2.376 1.246 0.990
H 2.862 -0.272 -0.808
H -0.875 1.942 1.792
H -2.103 -2.731 -6.684
H -0.960 -4.108 -6.877
H -6.603 1.710 -1.181
H -3.472 4.961 2.503
H 2.579 2.415 2.978
H 2.806 -0.967 0.866
H 1.572 -2.279 -3.171
H 2.375 -0.745 -3.557
H -3.735 3.454 3.523
H -6.208 0.385 -0.027
H 2.701 -2.043 -0.527
H 4.227 7.112 5.084
H -2.286 3.604 2.438
H 0.715 -0.748 -3.043
H 0.392 -3.251 -2.049
H -7.477 1.539 0.314
H 4.292 5.555 6.088
H 3.472 -7.209 -1.081
H 1.514 3.374 1.836
H 0.870 2.492 3.226
H 2.692 -8.338 -0.111

Calculated values
HOMO energy (spin up / spin down), eV: -12.10 / -12.10
Net charge: +1
LUMO (spin up / spin down), eV: -2.89 / -10.15
ΔE to the lowest compared entry with this formula, charge and spin, kJ/mol: 169.9
<S²>: 0.756
Spin multiplicity: 2

***

# C15H30O4

2 unconnected molecules or ions with the total composition C15H30O4 (ωB97M-V with the def2-TZVPD basis set, the Open Molecules 2025 dataset).

Cartesian coordinates (Å):
O 0.435 -2.087 2.120
O -2.049 0.643 4.637
O -0.232 -2.122 -0.016
O 0.190 1.622 3.567
C 0.589 0.478 -2.886
C 2.457 0.971 3.134
C 1.686 -0.157 -2.036
C -0.192 -0.536 -3.720
C -1.867 -1.969 1.828
C 1.388 -0.430 -5.753
C -2.226 1.827 3.891
C -2.442 -0.546 3.978
C 0.465 0.417 -6.623
C -0.955 2.342 3.161
C -0.183 -1.700 3.379
C -0.521 -2.092 1.146
C -1.445 -0.970 2.918
C 1.309 1.897 2.734
C 0.645 -1.304 -4.744
H 2.197 0.599 -1.436
H 2.441 -0.650 -2.652
H -3.448 -0.440 3.546
H -2.505 -1.313 4.758
H -0.115 0.996 -2.228
H 1.367 -1.938 -4.223
H -0.125 1.113 -6.026
H -1.079 2.220 2.076
H 3.425 1.459 3.009
H -0.661 -1.258 -3.044
H 2.097 0.220 -5.233
H -0.422 -2.623 3.921
H 1.036 1.006 -7.343
H -2.017 -2.956 2.290
H 1.018 1.249 -3.534
H -3.019 1.690 3.141
H 1.262 -0.898 -1.358
H -0.015 -1.988 -5.288
H -0.227 -0.215 -7.184
H 1.604 2.950 2.841
H -0.815 3.407 3.384
H 2.436 0.051 2.546
H 1.989 -1.078 -6.397
H 1.028 1.721 1.686
H 0.500 -1.055 3.926
H 2.330 0.705 4.188
H -1.033 -0.112 2.373
H -2.580 2.594 4.586
H -2.709 -1.717 1.187
H -1.013 -0.023 -4.230

Calculated values
SMILES string: CCOCCOC[C@H]1COC(=O)C1.CCCCCC
HOMO energy, eV: -10.02
Net charge: 0
LUMO, eV: 0.76
ΔE to the lowest compared entry with this formula, charge and spin, kJ/mol: 172.3

***

# C15H31AsCoN4O3PS

A molecular structure, C15H31AsCoN4O3PS (ωB97M-V with the def2-TZVPD basis set, the Open Molecules 2025 dataset).

Cartesian coordinates (Å):
As -3.146 1.642 1.616
Co -0.913 -0.346 1.052
S -1.083 1.745 2.095
P 1.675 0.615 -0.679
O -2.223 -3.360 3.266
O -1.435 -1.410 2.515
O 0.251 0.193 -0.456
N 2.081 2.024 0.087
N 2.712 -0.560 -0.098
N -1.432 -2.274 0.062
N 1.839 0.983 -2.297
C -1.273 -2.676 -1.197
C 2.976 1.726 -2.797
C -0.939 -4.944 -0.522
C -1.411 -3.204 1.027
C 2.218 -1.778 0.510
C 3.094 2.184 1.103
C 4.070 -0.669 -0.597
C 1.221 0.126 -3.287
C -1.159 -4.544 0.788
C -3.454 1.682 -0.317
C -1.024 -3.996 -1.531
C -1.723 -2.660 2.420
C -3.897 3.304 2.294
C -4.235 0.221 2.380
C 1.317 3.210 -0.235
H 0.353 -0.358 -2.842
H -0.920 -4.285 -2.566
H 3.873 2.877 0.761
H -1.145 -5.230 1.620
H -4.089 -0.702 1.818
H 1.914 -0.641 -3.656
H -1.375 -1.919 -1.962
H 0.898 0.737 -4.135
H 3.703 1.069 -3.283
H 1.954 3.980 -0.685
H 4.148 -1.380 -1.426
H 3.538 1.217 1.320
H 2.934 -2.122 1.256
H 2.629 2.460 -3.527
H 0.528 2.944 -0.940
H -4.521 1.703 -0.537
H -2.995 0.800 -0.773
H -2.983 2.579 -0.726
H -3.930 0.050 3.414
H 4.416 0.305 -0.927
H 2.084 -2.580 -0.223
H -3.334 4.148 1.889
H -4.947 3.387 2.014
H -5.286 0.511 2.348
H 2.652 2.583 2.021
H -0.720 -5.974 -0.755
H 4.721 -1.020 0.208
H 1.271 -1.566 1.017
H -3.801 3.317 3.382
H 0.860 3.621 0.672
H 3.461 2.255 -1.981

Calculated values
HOMO energy (spin up / spin down), eV: -11.93 / -11.93
Net charge: +1
LUMO (spin up / spin down), eV: -3.36 / -2.66
ΔE to the lowest compared entry with this formula, charge and spin, kJ/mol: 72.4
<S²>: 1.185
Spin multiplicity: 2

***

# C15H31AuS2Si4Te

A molecular structure, C15H31AuS2Si4Te (ωB97M-V with the def2-TZVPD basis set, the Open Molecules 2025 dataset).

Cartesian coordinates (Å):
Au 0.018 0.144 -4.419
Te 0.034 1.606 -1.762
S -1.731 -1.345 -5.278
S 1.729 -1.378 -5.293
Si -0.872 -0.856 1.178
Si 2.190 1.401 1.507
Si -1.293 2.902 1.660
Si 0.016 1.242 0.651
C -1.382 2.857 3.556
C -3.068 2.801 1.028
C -0.639 4.611 1.193
C 0.697 -2.800 -5.108
C -1.392 -4.008 -4.954
C 0.658 -5.232 -4.831
C 2.957 3.053 1.011
C -0.983 -1.193 3.045
C -0.725 -2.786 -5.102
C 2.331 1.286 3.398
C 0.170 -2.231 0.428
C 1.342 -4.035 -4.965
C -0.731 -5.219 -4.826
C 3.283 0.043 0.790
C -2.616 -1.026 0.487
H 1.152 -2.298 0.900
H 4.022 3.073 1.261
H -1.412 -2.185 3.218
H -1.298 -6.137 -4.704
H -1.346 5.390 1.496
H -0.492 4.661 0.113
H 3.379 1.388 3.698
H 0.322 4.817 1.670
H -3.632 3.693 1.319
H -3.316 -0.353 0.985
H 3.020 -0.937 1.192
H -0.394 2.963 4.009
H -3.585 1.925 1.424
H 1.208 -6.161 -4.713
H 1.963 0.328 3.772
H 0.000 -1.164 3.519
H -2.476 -3.984 -4.939
H 1.760 2.074 3.893
H 2.470 3.889 1.517
H -3.064 2.723 -0.061
H -1.616 -0.460 3.549
H -2.620 -0.787 -0.578
H -1.810 1.920 3.919
H -0.333 -3.195 0.549
H 4.335 0.236 1.021
H -2.009 3.679 3.915
H 0.322 -2.054 -0.638
H 2.841 3.201 -0.064
H 2.426 -4.032 -4.959
H -2.975 -2.051 0.616
H 3.165 0.001 -0.294

Calculated values
HOMO energy, eV: -0.57
Net charge: -2
LUMO, eV: 4.51
ΔE to the lowest compared entry with this formula, charge and spin, kJ/mol: 101.0

***

# C15H31BBr2NS2

A gas-phase ion, C15H31BBr2NS2 (charge -1) (ωB97M-V with the def2-TZVPD basis set, the Open Molecules 2025 dataset).

Cartesian coordinates (Å):
Br 0.911 3.855 4.151
Br 1.140 0.612 2.746
S -2.178 -0.471 -0.318
S -2.486 -2.445 -2.540
N -0.132 -1.492 -1.699
C 0.271 -0.186 -2.287
C 1.783 -2.675 -0.612
C 1.743 -0.122 -2.708
C 0.542 -1.812 -0.410
C -1.553 -1.519 -1.573
C -6.150 0.025 0.629
C 3.766 -2.655 1.027
C 2.451 1.026 -0.477
C -3.950 -0.773 -0.342
C 0.630 3.408 2.221
C -0.865 3.272 1.963
C 2.361 -3.193 0.724
C 1.490 2.278 1.734
C -4.623 0.120 0.707
C 2.535 0.985 -2.017
B 1.281 2.006 0.125
H 2.565 -2.126 -1.139
H 2.194 1.952 -2.405
H 3.581 0.881 -2.338
H -6.457 -1.011 0.453
H 4.251 -3.244 1.812
H -0.160 -2.400 0.191
H 2.206 -1.099 -2.554
H 2.398 -4.286 0.703
H 1.021 4.302 1.735
H 3.728 -1.614 1.352
H -1.050 3.433 0.901
H 1.778 0.052 -3.790
H 0.763 -0.898 0.158
H 4.400 -2.716 0.138
H -1.201 2.267 2.225
H 1.316 3.100 -0.449
H 3.421 1.386 -0.098
H -6.545 0.633 -0.187
H 2.537 2.513 1.948
H -0.370 -0.062 -3.166
H -4.303 1.157 0.565
H 0.050 0.631 -1.594
H 0.157 1.531 -0.037
H -1.429 3.994 2.553
H -4.287 -0.179 1.705
H 1.691 -2.902 1.539
H -6.614 0.351 1.561
H -4.321 -0.554 -1.346
H 2.357 0.002 -0.080
H -4.142 -1.828 -0.144
H 1.498 -3.511 -1.259

Calculated values
HOMO energy, eV: -5.53
Net charge: -1
LUMO, eV: 2.51

***

Record order is preserved below.
Max |F|: 0.6; 1.5; 3.4; 4.0; 4.5; 0.7; 1.8; 0.6; 0.5 eV/A
Record order is preserved below.
Electronic energy: -1000.064607; -1997.310781; -1418.556303; -1492.374355; -1717.676088; -890.463777; -5392.893363; -2948.394039; -6614.193887 Ha